(1)
Molecular formula: C18H38F5N2
Method: DFT, ωB97M-V/def2-TZVPD

Its HOMO-LUMO gap is 3.759 eV.

The geometry in ORCA input format:
```
! wB97M-V def2-TZVPD RIJCOSX def2/J DEFGRID3
* xyz -1 1
C 4.496 2.265 2.843
C 4.225 3.650 2.213
C 2.902 3.727 1.402
C 1.667 4.138 2.227
C 1.034 3.101 3.133
F -0.150 3.643 3.580
F 1.735 2.824 4.218
C 0.632 1.766 2.466
F 1.600 1.022 2.120
F -0.211 1.983 1.469
F -0.070 1.059 3.377
H 4.345 2.386 3.931
H 5.559 1.995 2.728
H 4.236 4.475 2.948
H 5.032 3.876 1.501
H 2.770 2.819 0.816
H 3.053 4.549 0.682
H 2.007 4.934 2.896
H 0.882 4.579 1.614
C -0.132 -5.904 1.136
C 0.004 -4.434 0.762
N -1.180 -3.657 1.067
C -1.192 -2.346 0.435
C -0.109 -1.345 0.844
C -1.624 -3.692 2.450
C -0.629 -3.266 3.535
H -1.032 -6.337 0.696
H 0.729 -6.462 0.763
H -0.170 -6.048 2.217
H 0.179 -4.384 -0.317
H 0.906 -4.026 1.242
H -2.175 -1.888 0.587
H -1.121 -2.500 -0.648
H -0.282 -0.946 1.840
H -0.117 -0.496 0.157
H 0.891 -1.779 0.809
H -1.950 -4.714 2.674
H -2.533 -3.091 2.543
H 0.343 -3.746 3.417
H -1.016 -3.555 4.516
H -0.482 -2.188 3.558
C -0.954 -1.604 -3.755
C -1.392 -0.306 -4.419
N -2.230 0.513 -3.567
C -2.912 1.581 -4.276
C -2.057 2.674 -4.926
C -1.662 0.871 -2.276
C -0.315 1.601 -2.263
H -1.814 -2.156 -3.372
H -0.443 -2.238 -4.482
H -0.260 -1.428 -2.931
H -1.964 -0.569 -5.314
H -0.498 0.234 -4.769
H -3.632 2.051 -3.600
H -3.522 1.119 -5.061
H -1.624 3.346 -4.187
H -2.682 3.284 -5.583
H -1.253 2.260 -5.536
H -1.551 -0.047 -1.691
H -2.391 1.462 -1.716
H 0.424 1.121 -2.907
H 0.090 1.600 -1.249
H -0.411 2.644 -2.563
*
```


(2)
Molecular formula: C39H100BN8O19
Method: DFT, ωB97M-V/def2-TZVPD

Its relative energy (zero: lowest compared OMol25 entry of this formula, charge and spin) is 2.844 eV. Its HOMO-LUMO gap is 8.793 eV.

The geometry in ORCA input format:
```
! wB97M-V def2-TZVPD RIJCOSX def2/J DEFGRID3
* xyz -1 1
O -27.936 15.260 13.024
C -27.519 15.039 11.867
O -27.071 13.881 11.428
B -26.496 14.070 10.077
O -26.974 15.407 9.635
C -27.461 16.029 10.691
O -27.857 17.194 10.762
O -26.946 13.034 9.108
C -25.915 12.305 8.716
O -25.945 11.381 7.944
C -24.664 12.789 9.433
O -25.033 13.912 10.121
O -23.575 12.247 9.380
C -34.329 11.763 9.521
C -33.345 12.072 10.623
C -31.831 12.205 10.171
O -31.073 12.391 11.366
C -29.700 12.323 11.094
N -33.757 13.346 11.199
H -35.329 11.981 9.894
H -34.274 10.689 9.344
H -34.165 12.302 8.588
H -33.467 11.295 11.377
H -31.767 13.051 9.486
H -31.548 11.302 9.631
H -29.363 13.052 10.357
H -29.455 11.336 10.701
H -29.142 12.580 11.994
H -34.395 13.178 11.964
H -32.985 13.596 11.801
C -22.143 8.661 12.832
C -20.600 8.589 12.732
C -20.129 9.190 11.399
O -20.792 8.704 10.253
C -20.696 9.599 9.171
N -20.091 9.410 13.855
H -22.587 8.168 13.696
H -22.496 8.217 11.901
H -22.529 9.680 12.859
H -20.344 7.540 12.886
H -19.040 9.173 11.361
H -20.239 10.271 11.477
H -21.318 9.277 8.336
H -19.657 9.533 8.847
H -21.120 10.579 9.388
H -20.171 8.968 14.760
H -20.627 10.259 13.967
C -30.651 23.322 7.753
C -29.549 22.648 8.560
C -29.611 21.116 8.491
O -30.752 20.614 9.159
C -30.930 19.200 9.042
N -28.268 23.022 8.137
H -30.842 23.107 6.701
H -30.485 24.397 7.811
H -31.668 23.184 8.120
H -29.739 22.902 9.603
H -28.740 20.596 8.889
H -29.614 20.924 7.418
H -31.876 18.876 9.476
H -30.140 18.620 9.518
H -30.892 18.839 8.014
H -28.223 24.003 8.370
H -28.297 22.933 7.131
C -25.087 13.255 19.692
C -26.369 12.994 18.994
C -26.144 12.919 17.444
O -27.456 12.808 16.860
C -27.480 12.817 15.454
N -27.046 11.871 19.517
H -24.446 12.374 19.728
H -25.252 13.580 20.719
H -24.536 14.130 19.348
H -27.070 13.796 19.226
H -25.532 12.094 17.081
H -25.722 13.845 17.054
H -28.494 12.849 15.055
H -27.074 11.900 15.025
H -26.864 13.648 15.112
H -27.870 11.846 18.934
H -26.456 11.086 19.281
C -28.298 18.251 15.790
C -29.472 17.299 15.845
C -30.437 17.534 14.645
O -30.839 18.900 14.644
C -31.693 19.241 13.518
N -28.903 16.026 15.779
H -27.617 18.238 16.641
H -28.647 19.283 15.791
H -27.579 18.149 14.978
H -29.956 17.505 16.800
H -31.273 16.836 14.629
H -29.898 17.463 13.700
H -31.848 20.314 13.404
H -32.696 18.865 13.719
H -31.343 18.958 12.525
H -28.508 15.881 14.861
H -29.587 15.283 15.801
C -33.610 17.225 7.183
C -33.247 15.757 6.817
C -32.001 15.208 7.637
O -30.820 15.998 7.378
C -29.728 15.401 8.087
N -34.408 14.968 7.118
H -32.815 17.870 6.809
H -33.796 17.385 8.245
H -34.531 17.465 6.651
H -33.029 15.634 5.756
H -31.833 14.144 7.472
H -32.265 15.349 8.685
H -28.752 15.788 7.794
H -29.701 14.312 8.045
H -29.811 15.625 9.151
H -34.421 14.247 6.411
H -35.233 15.510 6.904
C -16.932 16.247 9.409
C -18.029 15.923 10.411
C -19.219 15.271 9.765
O -20.131 14.914 10.747
C -21.296 14.349 10.187
N -17.539 15.069 11.496
H -16.501 15.339 8.987
H -16.076 16.799 9.797
H -17.325 16.847 8.588
H -18.237 16.912 10.820
H -18.808 14.423 9.218
H -19.705 16.036 9.158
H -21.630 14.949 9.341
H -22.130 14.390 10.887
H -21.119 13.336 9.825
H -17.358 14.127 11.178
H -18.352 15.010 12.092
C -31.986 10.966 18.148
C -30.897 11.677 17.290
C -31.583 12.951 16.692
O -30.839 13.648 15.656
C -30.956 13.135 14.389
N -29.818 12.062 18.192
H -32.673 10.606 17.382
H -32.492 11.623 18.855
H -31.488 10.162 18.691
H -30.547 10.917 16.591
H -31.656 13.622 17.548
H -32.605 12.761 16.366
H -30.464 13.790 13.670
H -31.999 13.085 14.077
H -30.471 12.159 14.386
H -29.250 12.731 17.692
H -30.131 12.601 18.987
C -24.702 15.581 6.689
O -23.877 14.837 5.757
H -25.083 14.913 7.461
H -24.042 16.271 7.215
H -25.565 16.097 6.270
H -23.339 15.488 5.302
C -26.577 12.754 4.980
O -26.958 11.485 5.279
H -26.922 12.972 3.970
H -27.108 13.547 5.507
H -25.515 12.937 5.147
H -26.596 11.352 6.158
C -26.871 18.811 7.825
O -27.164 19.481 6.574
H -26.580 19.653 8.453
H -27.722 18.284 8.256
H -26.024 18.125 7.793
H -27.968 19.098 6.217
*
```


(3)
Molecular formula: C5H13N3O
Method: DFT, ωB97M-V/def2-TZVPD

Its relative energy (zero: lowest compared OMol25 entry of this formula, charge and spin) is 0.851 eV. Its HOMO-LUMO gap is 9.953 eV.

The geometry in ORCA input format:
```
! wB97M-V def2-TZVPD RIJCOSX def2/J DEFGRID3
* xyz 0 1
C 2.081 -0.928 -0.968
C 2.336 -0.763 0.517
C -1.472 1.286 1.197
N -0.810 2.369 0.710
O -2.095 1.334 2.246
H -0.021 2.194 0.106
H -0.701 3.123 1.374
H 2.994 -0.719 -1.533
H 1.771 -1.951 -1.203
H 1.443 -1.007 1.102
H 2.632 0.263 0.764
H 3.150 -1.422 0.839
C -2.439 -0.845 0.521
N -1.529 0.251 0.287
C 1.022 0.087 -1.489
N -0.089 -0.262 -2.045
H -1.359 0.509 -0.685
H -0.247 -1.273 -1.937
H 1.339 1.140 -1.530
H -3.453 -0.530 0.267
H -2.405 -1.163 1.565
H -2.148 -1.691 -0.105
*
```


(4)
Molecular formula: C28H15Cl4F2N3O4SV
Method: DFT, ωB97M-V/def2-TZVPD

Its relative energy (zero: lowest compared OMol25 entry of this formula, charge and spin) is 0.573 eV. The expectation value of S² is 2.011. Its HOMO-LUMO gap (spin up / spin down) is 7.001 / 7.229 eV.

The geometry in ORCA input format:
```
! wB97M-V def2-TZVPD RIJCOSX def2/J DEFGRID3
* xyz -1 3
V 0.090 0.878 -0.153
O -3.211 -0.050 -2.148
C -2.160 0.421 -1.748
O -1.853 0.720 -0.533
C -1.075 0.745 -2.775
C -1.261 0.528 -4.127
C -0.215 0.814 -4.988
C 0.978 1.300 -4.471
C 1.084 1.484 -3.105
N 0.071 1.224 -2.281
H -2.209 0.131 -4.460
H -0.320 0.649 -6.053
H 1.821 1.517 -5.112
H 2.000 1.830 -2.640
F -0.588 6.367 -0.261
C -0.558 5.220 0.456
C -0.171 4.044 -0.152
C -0.132 2.860 0.580
C -0.482 2.896 1.948
C -0.890 4.103 2.500
F -1.276 4.189 3.800
C -0.934 5.280 1.782
C -0.327 1.635 2.701
C -0.440 1.476 4.082
C -0.109 0.264 4.657
C 0.338 -0.778 3.861
C 0.383 -0.570 2.499
N 0.038 0.587 1.939
H 0.079 4.065 -1.207
H -1.253 6.203 2.244
H -0.763 2.296 4.700
H -0.189 0.139 5.730
H 0.638 -1.728 4.282
H 0.701 -1.344 1.809
Cl 3.677 -4.440 -2.580
C 3.215 -2.981 -1.765
C 4.165 -2.209 -1.122
Cl 5.824 -2.707 -1.082
C 3.780 -1.002 -0.518
Cl 4.952 0.045 0.213
C 2.460 -0.582 -0.538
O 2.029 0.564 -0.051
C 1.455 -1.448 -1.062
O 0.220 -1.059 -0.890
C 1.868 -2.586 -1.754
Cl 0.686 -3.461 -2.677
S -3.341 -1.225 2.700
C -2.546 -2.253 1.655
N -1.664 -3.173 2.156
C -0.969 -4.074 1.409
C -1.120 -4.100 0.068
C -1.993 -3.149 -0.524
C -2.684 -2.261 0.237
H -1.558 -3.148 3.159
H -0.307 -4.733 1.952
H -0.551 -4.793 -0.531
H -2.087 -3.114 -1.601
H -3.316 -1.506 -0.208
*
```


(5)
Molecular formula: H20O10
Method: DFT, ωB97M-V/def2-TZVPD

Its relative energy (zero: lowest compared OMol25 entry of this formula, charge and spin) is 4.827 eV. Its HOMO-LUMO gap is 10.589 eV.

The geometry in ORCA input format:
```
! wB97M-V def2-TZVPD RIJCOSX def2/J DEFGRID3
* xyz 0 1
O 1.759 1.156 -0.466
H 2.735 1.269 -0.382
H 1.717 0.177 -0.371
O 2.601 -0.345 -2.600
H 2.498 0.124 -3.417
H 1.891 -1.010 -2.407
O -1.442 1.436 3.597
H -1.615 2.004 2.810
H -0.455 1.411 3.619
O -1.537 1.369 -2.048
H -1.254 0.633 -1.433
H -1.022 2.113 -1.885
O 0.381 -3.615 1.211
H 0.829 -3.774 2.009
H -0.238 -3.016 0.984
O -1.294 -1.600 -3.278
H -0.877 -2.455 -3.320
H -0.768 -1.256 -2.524
O 1.432 1.939 3.325
H 2.108 1.328 3.468
H 1.821 2.699 2.854
O -0.288 -0.761 -0.488
H 0.328 -1.407 -0.066
H -1.120 -0.861 0.049
O -3.119 -2.979 0.227
H -3.896 -2.384 0.201
H -2.551 -2.574 1.031
O 1.209 3.517 0.340
H 1.365 2.745 0.843
H 0.958 3.122 -0.509
*
```


(6)
Molecular formula: C6H12O
Method: DFT, ωB97M-V/def2-TZVPD

Its relative energy (zero: lowest compared OMol25 entry of this formula, charge and spin) is 5.154 eV. Its HOMO-LUMO gap (spin up / spin down) is 7.428 / 7.013 eV.

The geometry in ORCA input format:
```
! wB97M-V def2-TZVPD RIJCOSX def2/J DEFGRID3
* xyz 0 1
C 1.492 0.250 1.376
C -1.014 1.497 0.378
C -1.566 -0.705 -0.845
C 1.307 -0.104 -0.917
C 0.489 -0.499 0.712
C -0.672 0.072 0.070
O 0.625 -1.895 0.842
H -0.266 -2.262 0.888
H 2.226 -0.273 1.973
H 1.615 1.311 1.229
H -0.905 1.700 1.452
H -0.360 2.232 -0.122
H -2.576 -0.290 -0.907
H -1.667 -1.754 -0.560
H -1.221 -0.703 -1.896
H -2.029 1.756 0.065
H 2.387 -0.203 -0.848
H 0.974 -0.981 -1.476
H 1.161 0.852 -1.412
*
```